Record 1
Molecular formula: C48H33Cl2FN3O10PSn
Method: DFT, ωB97M-V with the def2-TZVPD basis set

Output
- Charge: -2
- HOMO-LUMO gap: 6.7138 eV
- LUMO energy: 3.8939 eV
- HOMO energy: -2.8199 eV

Cartesian coordinates (Å):
Sn: -0.811 -0.696 -1.273
O: -2.304 -4.101 1.625
C: -1.263 -3.488 1.410
O: -1.153 -2.301 0.991
C: 0.057 -4.211 1.700
C: 0.019 -5.426 2.375
C: 1.181 -6.113 2.664
C: 2.406 -5.590 2.272
C: 2.450 -4.397 1.580
C: 1.280 -3.704 1.279
P: 1.376 -2.140 0.315
C: 2.543 -2.681 -0.968
C: 2.399 -3.961 -1.500
C: 3.071 -4.327 -2.648
C: 3.880 -3.411 -3.297
C: 4.012 -2.129 -2.788
C: 3.337 -1.759 -1.641
C: 2.394 -1.285 1.574
C: 1.670 -0.602 2.549
C: 2.318 0.090 3.555
C: 3.704 0.107 3.605
C: 4.432 -0.568 2.641
C: 3.783 -1.259 1.629
H: -0.945 -5.819 2.664
H: 1.141 -7.059 3.188
H: 3.325 -6.115 2.503
H: 3.400 -3.999 1.248
H: 1.745 -4.672 -1.011
H: 2.939 -5.323 -3.049
H: 4.376 -3.685 -4.218
H: 4.626 -1.404 -3.307
H: 3.389 -0.745 -1.273
H: 0.590 -0.609 2.489
H: 1.747 0.622 4.303
H: 4.214 0.652 4.387
H: 5.513 -0.540 2.664
H: 4.365 -1.764 0.870
Cl: 1.706 -2.487 -5.766
C: 1.093 -0.886 -5.534
C: 1.272 0.029 -6.559
C: 0.813 1.315 -6.420
Cl: 1.033 2.432 -7.737
C: 0.168 1.733 -5.244
C: -0.301 3.041 -5.006
C: -0.918 3.335 -3.819
C: -1.084 2.317 -2.872
N: -0.660 1.098 -3.078
C: -0.031 0.775 -4.212
C: 0.427 -0.598 -4.325
O: 0.233 -1.450 -3.412
H: 1.769 -0.276 -7.468
H: -0.161 3.792 -5.772
H: -1.280 4.331 -3.609
H: -1.572 2.504 -1.923
O: -2.450 0.320 0.681
C: -3.833 0.443 0.363
C: -4.166 -0.250 -1.033
O: -5.346 -0.412 -1.306
O: -3.172 -0.550 -1.738
C: -4.121 1.929 0.267
C: -3.522 2.781 1.190
C: -3.754 4.143 1.157
C: -4.585 4.684 0.189
C: -5.178 3.846 -0.739
C: -4.955 2.479 -0.699
C: -4.670 -0.254 1.413
C: -5.727 0.368 2.066
C: -6.453 -0.309 3.032
C: -6.137 -1.616 3.360
C: -5.100 -2.250 2.697
C: -4.380 -1.579 1.726
H: -2.294 -0.569 1.033
H: -2.872 2.361 1.941
H: -3.288 4.787 1.889
H: -4.770 5.751 0.161
H: -5.822 4.261 -1.504
H: -5.439 1.833 -1.414
H: -5.978 1.391 1.822
H: -7.272 0.191 3.534
H: -6.702 -2.139 4.120
H: -4.840 -3.273 2.925
H: -3.594 -2.112 1.214
F: 0.833 4.603 3.732
C: 1.920 4.361 2.963
C: 1.919 3.324 2.091
N: 2.987 3.048 1.306
C: 2.936 1.946 0.369
C: 1.506 1.742 -0.283
O: 0.746 2.697 -0.296
O: 1.340 0.585 -0.712
C: 4.135 3.805 1.367
O: 5.124 3.598 0.698
N: 4.104 4.831 2.289
C: 3.066 5.223 3.132
O: 3.205 6.165 3.887
H: 1.057 2.684 1.974
H: 3.214 1.016 0.868
H: 3.655 2.145 -0.428
H: 4.957 5.377 2.347



Record 2
Molecular formula: C11H14NOS
Method: DFT, ωB97M-V with the def2-TZVPD basis set

Output
- Charge: +1
- HOMO-LUMO gap (alpha / beta): 6.9931 / 6.6812 eV
- LUMO energy (alpha / beta): -5.4554 / -5.8075 eV
- HOMO energy (alpha / beta): -12.4484 / -12.4887 eV

Cartesian coordinates (Å):
C: 1.552 -3.578 0.300
C: 1.484 -3.507 -1.090
C: 0.904 -2.565 1.065
C: 0.969 -2.409 -1.685
C: 0.118 -1.593 0.413
C: 0.379 -1.351 -0.991
C: -0.936 0.660 1.290
C: -0.974 -0.864 1.051
C: -0.546 1.185 2.621
C: -0.223 3.835 -1.094
C: -0.300 2.493 -1.895
N: -1.272 1.471 0.442
O: 0.131 -0.255 -1.536
S: -1.477 1.328 -1.143
H: 1.972 -4.419 0.735
H: 2.073 -4.264 -1.619
H: 0.694 -2.661 2.108
H: 0.902 -2.224 -2.787
H: -1.856 -1.098 0.346
H: -1.167 -1.239 2.117
H: -1.342 1.025 3.347
H: -0.399 2.291 2.506
H: 0.284 0.522 2.871
H: 0.393 4.586 -1.670
H: -1.328 4.127 -1.043
H: 0.049 3.837 -0.052
H: 0.649 2.071 -1.650
H: -0.731 2.595 -2.959